Below is 13 unconnected molecules or ions with the total composition C13H52O13, with properties calculated with ωB97M-V/def2-TZVPD.

```
78
Properties=species:S:1:pos:R:3:mulliken_charge:R:1
O 3.613 -2.333 0.736 -0.4614
O 2.614 -3.251 3.286 -0.5724
O -4.993 -2.218 0.782 -0.5706
O -3.358 2.977 -2.111 -0.5380
O 0.639 1.108 -3.182 -0.5596
O -3.738 2.880 2.081 -0.5698
O 4.202 -0.533 -1.113 -0.5305
O 2.663 1.662 -1.277 -0.5461
O -0.683 -0.582 0.997 0.5182
O -1.047 -0.903 -4.011 -0.5821
O -0.937 0.616 3.600 -0.5708
O -0.106 -3.091 -0.130 -0.3511
O 0.820 5.513 2.441 -0.5444
C -1.351 -1.665 -2.854 -0.4031
C 0.771 4.177 2.895 -0.1654
C -3.893 -1.295 0.822 0.1833
C -2.570 2.681 1.315 0.3188
C 1.307 -3.424 2.958 -0.2022
C 0.500 2.450 -3.734 -0.6521
C 0.287 0.226 0.459 -0.2308
C 2.866 3.038 -1.051 -0.8152
C -3.144 1.601 -2.229 -0.3411
C -2.200 0.123 4.020 -0.5162
C 4.238 -3.493 0.207 -0.7496
C -1.156 -4.010 0.297 -0.7599
C 4.716 -0.758 -2.392 -0.8006
H 5.135 -3.724 0.781 0.2952
H 1.892 3.522 -0.979 0.2721
H 3.685 0.276 -1.096 0.4502
H 1.269 -0.238 0.548 0.3847
H -2.947 0.852 3.705 0.2250
H -0.542 2.660 -3.974 0.2745
H -2.276 -0.002 5.100 0.3185
H 3.282 3.512 -1.941 0.3398
H 3.568 -4.349 0.285 0.2189
H 1.244 -4.326 2.349 0.1586
H 1.057 3.477 2.109 -0.1131
H -4.624 -3.066 1.037 0.3193
H 4.583 -3.335 -0.815 0.3270
H -3.930 1.036 -1.727 0.2976
H -1.625 2.954 1.784 -0.3256
H -3.067 3.374 -2.935 0.2923
H -0.586 -1.332 -2.153 0.0081
H 0.253 1.235 0.869 -0.0410
H 2.025 1.478 -1.971 0.3739
H 1.225 2.689 -4.512 0.2721
H 3.798 -1.598 0.147 0.4793
H -3.723 -1.101 1.881 0.2757
H 0.824 -3.614 3.917 0.2881
H 3.528 3.343 -0.241 0.3118
H -4.490 2.644 1.533 0.3144
H -1.694 -3.487 1.088 0.2103
H -2.371 -0.842 3.543 0.0808
H 4.784 0.170 -2.961 0.3217
H -0.824 0.294 2.702 0.2984
H -4.095 -0.351 0.317 0.0768
H -2.541 1.680 0.884 -0.2292
H -2.311 -1.467 -2.377 0.2448
H 0.184 0.402 -0.611 -0.0779
H -2.992 -1.671 0.338 -0.3350
H -1.617 -1.251 -4.700 0.2859
H -3.116 1.267 -3.267 0.4301
H -0.283 4.031 3.128 0.2041
H 5.719 -1.182 -2.347 0.2870
H 1.422 4.072 3.763 0.3195
H 0.978 -2.544 2.406 -0.0002
H -1.307 -2.740 -3.027 0.3802
H 0.392 6.033 3.125 0.3103
H -2.202 1.334 -1.751 -0.0871
H 0.438 -3.542 -0.780 0.1924
H -2.731 3.278 0.417 0.4420
H -1.784 -4.155 -0.582 0.3146
H -0.613 -1.448 0.588 -0.2643
H -0.046 0.555 -3.566 0.2750
H 4.051 -1.396 -2.974 0.2804
H 3.111 -3.033 2.495 0.4007
H 0.661 3.151 -2.915 0.2592
H -0.830 -5.019 0.550 0.3745
```

Calculated values
* energy relative to the best compared isomer or geometry (same formula, charge and spin): 2.338 eV
* highest occupied orbital energy: -9.2 eV
* Kohn-Sham gap: 9.18 eV
* total energy: -40935.683 eV
* molecular weight: 416.55 g/mol